[1]
Density functional theory data (ωB97M-V/def2-TZVPD) for a molecular structure, C13H27IN6Sr.

The geometry in XYZ format:
```
48
Properties=species:S:1:pos:R:3:forces:R:3:mulliken_charge:R:1
Sr 0.374701 0.616760 -0.581877 -0.077 0.193 -0.587 2.335
C 0.375606 -2.428343 1.288751 -0.092 0.010 0.075 0.286
C 1.861559 -2.102024 1.200003 0.124 0.130 -0.124 -1.217
N 2.202324 -0.852977 0.446166 0.230 -0.063 0.254 -0.318
C 2.970340 0.129295 1.267242 -0.059 -0.148 -0.055 -1.032
C 2.090760 0.885797 2.247677 -0.139 0.083 -0.040 -0.646
N 1.138805 1.805025 1.563011 0.180 0.050 0.369 -0.308
C 0.072414 2.285215 2.491311 0.090 -0.007 -0.186 -0.941
C -1.051191 1.265210 2.691443 0.045 -0.095 0.081 0.121
C -2.263028 1.383849 1.775196 -0.024 0.030 -0.202 -1.157
N -1.991803 1.188627 0.314923 -0.227 -0.088 0.028 -0.256
C -2.842035 0.128262 -0.297578 0.089 0.099 0.104 -0.956
C -2.329660 -1.268681 0.008570 0.180 -0.033 0.013 -0.666
N -1.006768 -1.527164 -0.617353 -0.204 -0.295 0.189 -0.300
C -0.337701 -2.727787 -0.033841 -0.014 0.143 -0.114 -0.970
H -0.153824 -1.632365 1.826235 0.020 0.003 -0.066 -0.337
H 0.281907 -3.300547 1.938096 0.046 -0.030 -0.022 0.396
H 2.392161 -2.933816 0.735173 -0.049 -0.053 -0.017 0.529
H 2.271032 -2.013725 2.206975 -0.043 -0.022 0.054 0.422
H 2.812344 -1.127328 -0.317670 0.063 -0.027 0.050 0.254
H 3.467011 0.830313 0.588858 -0.022 0.020 -0.013 0.415
H 3.765433 -0.370443 1.825097 0.033 -0.026 -0.001 0.466
H 2.723782 1.439097 2.944387 0.029 0.020 0.028 0.430
H 1.515619 0.182143 2.852586 -0.020 -0.027 -0.042 0.426
H 1.682491 2.625131 1.300254 -0.013 0.015 0.048 0.260
H -0.321150 3.216673 2.080261 -0.066 -0.008 -0.006 0.522
H 0.520346 2.543328 3.452720 0.009 -0.039 0.053 0.363
H -1.420814 1.362017 3.713786 -0.044 0.039 -0.006 0.387
H -0.644177 0.248282 2.647497 0.005 0.046 -0.052 -0.216
H -2.730107 2.360395 1.909769 0.038 0.040 0.033 0.518
H -3.012556 0.652529 2.080700 0.020 -0.029 0.056 0.407
H -2.237366 2.056555 -0.151892 -0.080 -0.004 0.050 0.271
H -2.863609 0.295128 -1.379337 0.028 -0.020 -0.018 0.295
H -3.876399 0.207430 0.043709 -0.042 0.033 0.012 0.468
H -3.065408 -2.010419 -0.310411 -0.030 -0.009 -0.025 0.403
H -2.222848 -1.391476 1.088425 0.019 0.038 0.009 0.452
H -1.175269 -1.735265 -1.599063 -0.023 -0.029 0.008 0.202
H 0.372001 -3.098465 -0.775814 0.054 0.008 0.020 0.541
H -1.071722 -3.523618 0.105450 -0.049 -0.001 0.048 0.369
I 2.349869 1.151070 -6.893487 0.233 0.057 -0.283 0.248
C 1.063265 0.849577 -5.343897 -0.183 0.001 0.247 -0.740
C -0.277398 0.547876 -5.400816 -0.188 -0.052 0.006 -0.114
N -0.713847 0.433384 -4.134311 0.106 0.026 0.102 -0.144
N 0.266577 0.650219 -3.225779 -0.044 0.114 -0.393 -0.090
C 1.343176 0.909728 -3.977302 0.117 -0.068 0.356 -0.458
H -0.942008 0.409448 -6.239379 0.053 0.007 0.021 0.478
H -1.658616 0.259207 -3.841863 -0.045 -0.020 -0.003 0.091
H 2.295783 1.126874 -3.512580 -0.034 -0.012 -0.058 0.509
```
Positions in Å, forces in eV/Å.

Its HOMO energy is -13.9 eV. As for the total charge: +2. As for the energy: -1168.06243 Ha. The calculation puts the HOMO-LUMO gap at 8.233 eV.

=====

[2]
Density functional theory data (ωB97M-V/def2-TZVPD) for a molecular structure, C13H27N2O9P2PdSb.

The geometry in XYZ format:
```
55
Properties=species:S:1:pos:R:3:forces:R:3:mulliken_charge:R:1
Pd -0.203427 0.027908 0.023698 0.030 0.692 -0.226 -0.189
C -0.512580 -4.216490 2.601235 -0.089 -0.007 -0.029 -1.927
C -0.094173 -2.964804 1.830406 -0.053 0.099 -0.096 1.143
O 1.303983 -2.853461 1.992439 0.187 0.006 -0.014 -0.637
P -0.911739 -1.496926 2.599807 0.146 0.069 -0.058 0.951
O -1.051083 -1.822433 4.191529 0.002 0.016 -0.016 -0.589
O -2.387252 -1.545845 2.115936 -0.157 -0.080 -0.007 -0.663
O -0.145841 -0.226482 2.476922 -0.064 -0.176 0.021 -0.780
P -0.656768 -3.210842 0.024329 -0.145 -0.289 -0.008 0.776
O 0.584181 -2.732511 -0.890990 -0.142 -0.691 0.185 -0.405
O -0.859328 -4.668072 -0.196346 0.129 0.120 -0.027 -0.848
O -1.855263 -2.278026 -0.169883 0.310 0.032 -0.021 -0.695
H -0.172211 -4.139596 3.634184 0.005 0.003 0.011 0.400
H -0.070336 -5.084080 2.115338 -0.003 0.009 -0.010 0.453
H -1.597563 -4.336767 2.584931 0.034 -0.012 0.019 0.362
H 1.655434 -2.075407 1.509654 -0.044 0.010 0.014 0.392
H -0.388764 -1.265062 4.616168 -0.002 -0.008 0.027 0.296
H -2.324071 -1.835248 1.080814 0.015 0.084 0.014 0.533
H 0.561011 -1.818015 -1.197101 -0.082 0.616 0.120 0.241
C -3.644569 2.702001 -1.878878 0.036 0.062 -0.042 -1.066
C -2.297587 3.417198 -1.949480 0.020 -0.111 0.002 -0.880
Sb -0.803892 2.376488 -0.715588 -0.085 -0.135 0.171 0.838
C 0.825745 3.677739 -1.323323 -0.041 -0.032 0.031 -0.807
C 0.547759 5.174530 -1.237420 0.058 -0.068 -0.041 -1.116
C -1.230624 3.516988 1.099536 -0.004 -0.091 -0.006 -0.839
C -2.127412 2.712754 2.039521 0.025 0.137 -0.007 -0.929
H -4.395960 3.154042 -2.536879 -0.009 -0.010 0.007 0.343
H -4.041819 2.722938 -0.861584 -0.029 -0.013 0.024 0.258
H -3.542488 1.650316 -2.154278 -0.006 -0.002 0.002 0.291
H -2.384957 4.456445 -1.622801 0.012 0.012 0.017 0.360
H -1.906064 3.417337 -2.970727 -0.023 0.004 -0.017 0.396
H 1.088110 3.369719 -2.336422 0.024 0.001 0.023 0.429
H 1.661243 3.394886 -0.676706 0.016 -0.002 -0.040 0.349
H -0.279880 5.460567 -1.890152 -0.006 0.023 -0.006 0.245
H 1.421400 5.765834 -1.537870 -0.016 0.023 0.005 0.427
H 0.280579 5.474535 -0.222657 -0.008 0.024 0.026 0.248
H -1.658328 4.496125 0.864359 -0.001 0.016 -0.031 0.379
H -0.252755 3.678613 1.564407 -0.011 0.043 0.011 0.410
H -3.108352 2.533004 1.592004 -0.021 -0.024 0.009 0.224
H -2.287217 3.225528 2.995514 -0.016 0.008 0.004 0.369
H -1.681115 1.740332 2.244941 0.007 -0.092 0.004 0.087
C 5.379687 -0.656372 0.280367 0.037 0.002 -0.005 -0.958
N 4.357472 -0.154586 -0.608946 -0.086 -0.015 0.057 0.228
C 4.651717 0.356123 -1.833424 0.112 0.061 -0.084 0.237
C 3.688780 0.757658 -2.670321 -0.083 0.000 0.000 -1.043
C 2.281339 0.626945 -2.260717 -0.075 0.008 0.172 0.251
O 1.382287 0.980707 -3.028394 0.032 0.002 -0.043 -0.710
N 2.022644 0.117684 -1.011961 0.092 -0.273 -0.113 0.625
C 3.006895 -0.296957 -0.197557 0.076 -0.067 0.011 -0.021
O 2.855161 -0.810681 0.915605 -0.086 0.013 -0.044 -0.890
H 6.355235 -0.460606 -0.168229 0.001 -0.003 0.008 0.299
H 5.261195 -1.727966 0.447831 -0.011 0.006 -0.010 0.288
H 5.318437 -0.168964 1.253413 -0.006 0.008 -0.009 0.254
H 5.705953 0.417766 -2.080656 0.015 -0.009 0.016 0.226
H 3.915972 1.166586 -3.643598 -0.020 -0.001 0.001 0.382
```
Positions in Å, forces in eV/Å.

Its HOMO energy is -0.5 eV. As for the total charge: -2. As for the energy: -2349.35399 Ha. The calculation puts the HOMO-LUMO gap at 5.247 eV.

=====

no.,maximum force (eV/A)
1,0.6
2,0.7